{"formula": "C27H22O17", "method": "ωB97M-V/def2-TZVPD", "symbols": ["C", "C", "C", "O", "C", "C", "C", "O", "O", "O", "H", "H", "H", "H", "C", "C", "C", "O", "C", "C", "C", "O", "O", "O", "H", "H", "H", "H", "C", "C", "C", "O", "C", "C", "C", "O", "O", "O", "H", "H", "H", "H", "C", "C", "C", "O", "C", "C", "C", "O", "O", "O", "H", "H", "H", "H", "C", "C", "O", "C", "H", "H", "H", "H", "H", "H"], "coordinates": [[-2.490, 3.506, -2.768], [-3.876, 3.357, -2.245], [-4.679, 2.161, -2.187], [-5.830, 2.083, -1.807], [-3.975, 0.899, -2.690], [-2.587, 1.033, -3.291], [-1.854, 2.287, -3.339], [-0.818, 2.381, -3.983], [-1.809, -0.070, -3.728], [-4.555, 4.499, -1.828], [-1.998, 4.369, -2.952], [-4.370, -0.140, -2.552], [-2.124, -0.943, -3.731], [-5.319, 4.121, -1.865], [5.505, 1.378, -4.468], [4.766, 0.213, -5.159], [4.491, -0.972, -4.419], [3.913, -1.912, -5.009], [4.895, -1.135, -3.073], [5.651, 0.045, -2.384], [5.949, 1.294, -3.106], [6.627, 2.240, -2.559], [6.246, -0.153, -1.169], [4.382, 0.340, -6.485], [5.933, 2.351, -5.062], [4.644, -2.095, -2.519], [6.010, -1.103, -0.929], [3.853, -0.460, -6.779], [1.890, -1.877, 7.326], [1.297, -3.236, 7.878], [0.358, -3.942, 7.053], [-0.124, -4.949, 7.480], [0.158, -3.573, 5.681], [1.013, -2.343, 5.108], [1.749, -1.467, 5.917], [2.195, -0.408, 5.536], [0.999, -2.003, 3.794], [1.656, -3.703, 9.107], [2.489, -1.305, 7.917], [-0.455, -4.025, 4.957], [0.521, -2.722, 3.393], [1.373, -4.680, 9.325], [-4.867, 1.336, 1.513], [-4.748, 2.757, 2.004], [-3.556, 3.549, 1.667], [-3.400, 4.619, 2.078], [-2.511, 2.828, 0.969], [-2.618, 1.356, 0.630], [-3.809, 0.526, 0.960], [-3.926, -0.677, 0.673], [-1.650, 0.708, -0.141], [-5.655, 3.427, 2.812], [-5.683, 0.763, 1.761], [-1.686, 3.370, 0.726], [-1.128, 1.312, -0.389], [-5.508, 4.257, 2.768], [1.047, -1.776, -2.888], [1.475, -2.243, -1.586], [2.556, -2.763, -1.374], [0.484, -2.043, -0.447], [2.078, -1.747, -3.529], [0.759, -0.711, -2.912], [0.260, -2.324, -3.266], [0.370, -0.952, -0.029], [0.517, -2.743, 0.411], [-0.484, -2.189, -0.813]], "nbo_charge": [-0.2989, 0.2727, 0.4316, -0.5026, -0.3540, 0.3225, 0.4022, -0.4656, -0.6673, -0.6014, 0.2381, 0.2503, 0.5020, 0.4681, -0.3523, 0.3700, 0.3539, -0.5542, -0.4079, 0.3896, 0.3617, -0.4813, -0.6013, -0.6347, 0.2660, 0.2731, 0.5015, 0.5173, -0.3332, 0.3591, 0.3819, -0.5203, -0.3808, 0.3772, 0.3694, -0.4661, -0.5961, -0.6479, 0.2209, 0.2231, 0.4873, 0.5255, -0.3585, 0.3431, 0.4319, -0.4858, -0.3711, 0.3261, 0.4309, -0.4926, -0.6128, -0.6029, 0.2333, 0.2237, 0.4614, 0.4777, -0.7364, 0.5886, -0.5554, -0.7223, 0.2553, 0.2495, 0.2301, 0.2446, 0.2237, 0.2187], "total_energy_ha": -2320.6108, "de_lowest_kcal_mol": 9.3, "gap_ev": 6.31, "lumo_energy_ha": -0.0947}